Computed, not measured: C4H6BrN in the gas phase, with ωB97M-V/def2-TZVPD.

```
12
C4H6BrN, DFT ωB97M-V/def2-TZVPD
C 1.41658 -0.76721 1.42270
C -1.95784 1.08451 -0.60621
C 1.11129 -0.22898 0.28716
C -0.09335 -0.57562 -0.63906
N -1.36746 0.18090 -1.17686
Br 2.42961 1.08369 -0.60640
H 0.74726 -1.29879 2.03240
H 2.44167 -0.62806 1.81400
H -2.74952 1.54678 -1.18013
H -1.75432 1.65310 0.40264
H -0.60135 -1.33058 -0.13415
H 0.37743 -0.71973 -1.61607
```

Summary:
E_LUMO = 0.69 eV
charge = 0
energy = -75774.8964 eV
HOMO-LUMO gap = 0.3776 Eh
energy relative to the best compared isomer or geometry (same formula, charge and spin) = 2.024 eV
HOMO level = -0.3524 hartree
SMILES = C=NCC(=C)Br



Computed, not measured: a molecular structure, ClH8N2Ti, with ωB97M-V/def2-TZVPD.

```
12
ClH8N2Ti, DFT ωB97M-V/def2-TZVPD
Ti -0.90341 0.68169 -1.10683
N 0.05817 2.71503 0.35734
H -0.95343 2.85306 0.27408
H 0.52551 2.30580 -0.46260
H 0.11288 2.07401 1.17532
H 0.54919 3.57540 0.62503
N 0.19929 -2.84430 -0.52202
H -0.02140 -3.67368 0.03182
H 0.09873 -2.05070 0.14039
H -0.53652 -2.56850 -1.16905
H 1.14285 -2.81184 -0.90383
Cl -0.27186 -0.25595 1.56034
```

Summary:
E_LUMO (alpha / beta) = -8.75 / -9.25 eV
charge = +2
energy = -38727.8942 eV
HOMO-LUMO gap (alpha / beta) = 0.2695 / 0.3119 Eh
2S+1 = 4
HOMO level (alpha / beta) = -0.5910 / -0.6520 hartree



Computed, not measured: a molecular structure, C26H40ClGeMnN4O8P, with ωB97M-V/def2-TZVPD.

```
82
C26H40ClGeMnN4O8P, DFT ωB97M-V/def2-TZVPD
Mn 0.17401 -0.18792 -0.66271
O 4.03757 4.20226 -0.80478
C 4.74776 3.13450 -0.55212
O 5.92602 3.18285 -0.25830
C 4.04169 1.82216 -0.65108
C 4.63195 0.58687 -0.51150
Cl 6.29318 0.19689 -0.42471
N 3.67896 -0.36347 -0.66002
N 2.47582 0.20703 -0.87073
C 2.67870 1.50603 -0.87211
C 1.48233 2.38086 -1.13179
O 1.70048 3.61133 -1.29597
O 0.38778 1.81088 -1.17939
C 3.79883 -1.77614 -0.64246
C 3.03224 -2.50777 -1.53742
C 3.15879 -3.88705 -1.55445
C 4.02990 -4.52973 -0.68888
C 4.77007 -3.78676 0.21768
C 4.65735 -2.40611 0.24907
H 3.03155 3.97264 -1.04301
H 2.33166 -1.99861 -2.18690
H 2.55862 -4.45933 -2.24740
H 4.11612 -5.60967 -0.70604
H 5.43129 -4.28041 0.91905
H 5.20521 -1.83250 0.98156
C -3.61993 -0.36323 3.65420
C -2.91157 -0.72471 2.35004
C -1.91213 -1.85685 2.57783
C -3.90758 -1.11942 1.26687
O -2.28573 0.46368 1.84314
P -0.79845 0.94707 2.24602
O -0.55448 0.84404 3.71295
O 0.20467 0.26731 1.34358
O -1.01607 2.48010 1.78940
C -0.23022 3.57879 2.28381
C 1.25131 3.22053 2.39027
C -0.77533 3.99065 3.65205
C -0.43798 4.69258 1.26634
H -4.12146 -1.24191 4.07193
H -4.36432 0.41649 3.47181
H -2.88453 0.01076 4.36813
H -2.45967 -2.77981 2.79340
H -1.25101 -1.62656 3.41425
H -1.30231 -2.00802 1.68918
H -4.49582 -1.98620 1.58239
H -3.37010 -1.35443 0.34552
H -4.58261 -0.28539 1.06083
H 1.40174 2.41852 3.11343
H 1.81597 4.10136 2.70745
H 1.63574 2.89505 1.42410
H -0.69588 3.15266 4.34460
H -1.82737 4.27231 3.55887
H -0.21396 4.84669 4.03889
H -0.03444 4.40544 0.29582
H 0.06081 5.60721 1.60089
H -1.50631 4.89070 1.15549
C -2.15051 1.23371 -4.50188
Ge -2.45649 0.96973 -2.54215
C -2.50418 2.80211 -1.81418
C -4.36719 0.39018 -2.46142
C -1.31901 -0.35744 -1.75515
H -2.83676 1.97825 -4.91914
H -2.28281 0.29076 -5.04014
H -1.12522 1.57585 -4.66574
H -3.19739 3.41043 -2.40517
H -1.51361 3.25243 -1.82910
H -2.83851 2.78140 -0.77406
H -5.00438 1.06163 -3.04665
H -4.71551 0.39933 -1.42565
H -4.48142 -0.62622 -2.84927
H -1.90424 -1.29372 -1.75304
C 0.12626 -5.62089 -0.69858
N -0.18384 -4.27495 -1.10333
C -0.30563 -4.02750 -2.52921
C 0.14570 -3.22414 -0.29421
N 0.14532 -2.03127 -0.41538
H -0.63678 -6.31165 -1.07611
H 0.14269 -5.67090 0.38763
H 1.10287 -5.96715 -1.07475
H -1.12157 -4.62975 -2.94489
H 0.61458 -4.28567 -3.07828
H -0.52121 -2.96878 -2.68925
```

Summary:
E_LUMO (alpha / beta) = 4.14 / 4.14 eV
charge = -2
energy = -159601.8185 eV
HOMO-LUMO gap (alpha / beta) = 0.1578 / 0.1732 Eh
energy relative to the best compared isomer or geometry (same formula, charge and spin) = 0.000 eV
2S+1 = 2
HOMO level (alpha / beta) = -0.0057 / -0.0211 hartree



Computed, not measured: C4H9N in the gas phase, with ωB97M-V/def2-TZVPD.

```
14
C4H9N, DFT ωB97M-V/def2-TZVPD
C 0.24286 -1.35980 1.51124
C 0.31827 0.05822 0.97629
C -0.84054 0.05020 -1.19847
C -0.01583 1.28946 -1.13512
H 0.19949 -1.35213 2.60304
H -0.64802 -1.86797 1.13448
H 1.11795 -1.94052 1.19759
H -0.56365 0.63045 1.31724
H 1.19747 0.57758 1.37923
H -0.84420 -0.56106 -2.10246
H -1.75312 0.02587 -0.60707
H -0.40163 2.09735 -0.49885
H 0.56347 1.61675 -1.99859
N 0.41481 0.07789 -0.47832
```

Summary:
E_LUMO = 1.29 eV
charge = 0
energy = -5782.7708 eV
HOMO-LUMO gap = 0.3826 Eh
energy relative to the best compared isomer or geometry (same formula, charge and spin) = 1.041 eV
HOMO level = -0.3351 hartree
SMILES = CCN1CC1